Entry 1:
20
Properties=species:S:1:pos:R:3:forces:R:3 method="wB97M-V/def2-TZVPD" smiles="O=C([O-])N[C@](F)(C(=O)[O-])c1ccccn1" total_charge=-2 spin_multiplicity=1 homo_lumo_gap_ev=5.885 lumo_energy_ev=5.449 e_homo_ev=-0.4
O -1.340 1.840 -2.771 0.92 0.58 2.89
C -0.434 1.841 -1.840 2.62 -1.73 -5.13
O 0.836 1.481 -2.203 -4.85 1.54 3.07
N -0.894 2.216 -0.486 0.48 -1.96 0.05
C -0.245 1.452 0.611 -0.05 -0.20 0.51
F -1.155 1.575 1.754 0.93 -0.29 -1.78
C 1.151 2.081 1.083 4.07 2.15 4.52
O 2.174 2.286 0.358 -3.31 -1.14 0.50
O 1.282 2.400 2.447 -1.82 -1.72 -4.87
C -0.184 -0.150 0.333 0.96 -0.09 0.39
C 1.132 -0.846 0.693 -2.29 -4.14 -1.42
C 1.165 -2.402 0.453 -4.67 3.80 -0.93
C -0.203 -2.927 -0.106 0.63 1.26 0.45
C -1.429 -2.059 -0.409 3.44 0.58 1.51
N -1.401 -0.664 -0.172 3.27 -2.68 0.74
H -1.889 1.908 -0.463 0.95 0.45 -0.21
H 2.075 -0.390 1.126 -1.74 0.03 -0.76
H 2.060 -3.061 0.675 -1.40 0.91 -0.38
H -0.296 -4.057 -0.285 0.10 1.82 0.20
H -2.405 -2.525 -0.798 1.77 0.84 0.65


Entry 2:
20
Properties=species:S:1:pos:R:3:forces:R:3 method="wB97M-V/def2-TZVPD" total_charge=-1 spin_multiplicity=1 homo_lumo_gap_ev="7.651 / 7.650" lumo_energy_ev="2.594 / 2.592" e_homo_ev="-5.1 / -5.1" relative_energy_kcal_mol=0.0
C 2.032 0.047 -0.632 1.80 -1.24 -1.37
C 1.039 0.787 -1.171 1.75 -0.89 0.69
C 0.663 -1.639 0.653 -0.89 -1.29 -1.33
C -0.500 -1.310 0.195 1.03 3.22 -1.09
C -1.931 -1.294 0.010 -0.83 1.12 -0.10
C -1.420 0.722 -1.360 -1.79 -0.70 -1.21
C 1.815 -0.684 0.651 1.25 1.74 1.69
C -0.222 0.845 -0.557 -1.96 -3.67 2.01
O -1.417 0.328 1.770 -0.25 0.68 -0.19
O -2.765 -1.939 0.577 0.39 -0.44 -0.42
O -1.748 1.338 -2.337 0.35 -0.71 0.64
O 0.296 2.010 1.714 0.98 0.25 0.09
O -1.819 2.470 0.581 0.81 -1.31 0.38
O -2.336 -0.302 -0.877 0.48 0.41 -0.59
S -0.847 1.452 1.035 -0.95 1.92 0.97
H 2.956 -0.228 -1.273 -1.54 0.77 1.09
H 1.167 1.053 -2.181 -0.15 0.66 -1.15
H 0.866 -2.692 0.796 0.19 -0.15 0.64
H 2.701 -1.210 1.181 -1.19 1.26 -1.22
H 1.468 0.245 1.226 0.53 -1.62 0.47


Entry 3:
23
Properties=species:S:1:pos:R:3:forces:R:3 method="wB97M-V/def2-TZVPD" total_charge=+1 spin_multiplicity=1 homo_lumo_gap_ev=9.520 lumo_energy_ev=-4.058 e_homo_ev=-13.6 relative_energy_kcal_mol=11.7
Y 0.924 -0.648 -1.234 -1.67 -0.49 2.41
C -2.359 -0.816 3.653 0.02 -0.07 0.04
C -1.720 0.013 2.582 0.06 0.13 -0.12
C -1.849 1.397 2.527 0.00 -0.08 0.00
C -1.217 2.138 1.534 0.05 0.16 -0.05
C -0.476 1.436 0.620 0.18 -0.15 -0.21
Br 0.508 2.286 -0.808 -0.28 0.16 0.32
N -0.341 0.110 0.619 -0.35 0.50 0.46
C -0.952 -0.584 1.588 -0.12 -0.09 0.16
H -2.983 -0.207 4.303 -0.01 0.00 -0.01
H -1.593 -1.293 4.266 -0.02 0.00 0.01
H -2.974 -1.605 3.221 -0.01 0.01 0.01
H -2.448 1.912 3.268 0.01 0.00 0.01
H -1.300 3.214 1.487 0.00 -0.01 -0.01
H -0.816 -1.660 1.564 0.04 0.00 -0.05
Br 1.178 -3.092 -0.677 -0.05 -0.80 0.34
Cl 3.337 1.373 -4.719 0.00 -0.07 0.00
C 2.944 -0.359 -4.592 0.13 0.00 -0.11
Cl 4.402 -1.328 -4.411 -0.07 0.07 0.00
Cl 2.016 -0.879 -5.979 -0.01 0.00 0.05
C 2.126 -0.456 -3.301 0.33 0.10 -0.57
O 0.877 -0.639 -3.327 -0.09 0.12 -1.69
O 2.713 -0.312 -2.184 1.86 0.51 -0.99


no.,calculated total energy (eV)
1,-22260.497
2,-31494.874
3,-192671.751